[1]
Formula: C18H11Br2IrN3O6
Source: OMol25
Level of theory: ωB97M-V/def2-TZVPD

Summary:
* <S²>: 0.77
* multiplicity: 2
* charge: +2
* HOMO energy (spin up / spin down): -15.12 / -15.11 eV

Atoms and positions in Å:
Ir1 -0.541 0.255 -0.985
O1 -2.535 -2.344 1.451
C1 -2.092 -1.282 0.843
O2 -1.854 -1.332 -0.364
C2 -1.986 0.060 1.503
C3 -2.665 0.533 2.603
C4 -2.824 1.919 2.741
C5 -2.442 2.755 1.702
C6 -1.775 2.204 0.618
N1 -1.432 0.920 0.633
C7 -1.688 2.796 -0.806
O3 -1.829 3.965 -1.013
O4 -1.641 1.816 -1.684
H1 -2.717 -2.203 2.391
H2 -3.130 -0.138 3.312
H3 -3.344 2.316 3.602
H4 -2.695 3.806 1.676
Br1 3.661 -3.740 3.426
C8 3.291 -3.826 1.643
C9 3.975 -4.817 0.868
C10 3.671 -4.919 -0.471
C11 2.718 -4.052 -0.977
C12 2.115 -3.067 -0.116
N2 2.395 -2.963 1.157
C13 1.056 -2.183 -0.753
O5 0.438 -2.685 -1.673
O6 0.857 -1.052 -0.180
H5 4.694 -5.464 1.352
H6 4.150 -5.657 -1.099
H7 2.401 -4.075 -2.011
Br2 0.470 -0.029 -3.409
C14 1.333 1.479 -2.617
C15 2.247 2.308 -3.207
C16 2.766 3.324 -2.409
C17 2.366 3.442 -1.087
C18 1.432 2.556 -0.582
N3 0.921 1.595 -1.354
H8 2.535 2.176 -4.240
H9 3.484 4.018 -2.825
H10 2.762 4.220 -0.452
H11 1.073 2.602 0.437

***

[2]
Formula: C18H11Cl2N3O2Pt
Source: OMol25
Level of theory: ωB97M-V/def2-TZVPD

Summary:
* charge: 0
* HOMO energy: -7.46 eV

Atoms and positions in Å:
Pt1 0.200 -0.493 -0.896
O1 2.165 -0.604 -1.130
C1 3.048 -0.566 -0.173
C2 4.346 -0.107 -0.487
C3 5.352 -0.122 0.446
C4 5.124 -0.604 1.738
C5 3.867 -1.051 2.066
C6 2.810 -1.038 1.140
C7 1.487 -1.482 1.553
N1 0.354 -1.541 0.843
C8 -0.650 -1.927 1.711
C9 -0.130 -2.128 2.940
N2 1.207 -1.847 2.826
H1 4.512 0.257 -1.492
H2 6.333 0.246 0.174
H3 5.921 -0.627 2.468
H4 3.715 -1.431 3.069
H5 -1.668 -2.042 1.397
H6 -0.581 -2.434 3.866
H7 1.880 -1.875 3.570
Cl1 -0.220 4.043 -2.988
C10 -1.453 3.006 -2.366
C11 -2.770 3.476 -2.301
C12 -3.792 2.689 -1.844
Cl2 -5.420 3.294 -1.837
C13 -3.531 1.374 -1.403
C14 -4.490 0.445 -0.950
C15 -4.101 -0.822 -0.615
C16 -2.742 -1.166 -0.660
N3 -1.817 -0.298 -1.010
C17 -2.189 0.947 -1.432
C18 -1.114 1.722 -1.954
O2 0.071 1.206 -2.027
H8 -2.979 4.480 -2.645
H9 -5.531 0.735 -0.905
H10 -4.821 -1.563 -0.299
H11 -2.394 -2.153 -0.394

***

[3]
Formula: C18H11ClN2O3S
Source: OMol25
Level of theory: ωB97M-V/def2-TZVPD

Summary:
* charge: 0
* HOMO energy: -8.38 eV
* SMILES: O=C(O)CSc1nc(-c2ccc(Cl)cc2)nc2c1oc1ccccc12

Atoms and positions in Å:
O1 2.015 2.014 3.200
C1 1.799 2.571 2.159
O2 0.674 3.236 1.900
H1 0.056 3.156 2.643
C2 2.821 2.678 1.051
H2 3.395 3.596 1.181
H3 3.488 1.818 1.090
S1 2.070 2.802 -0.595
C3 1.032 1.397 -0.528
N1 1.034 0.644 0.559
C4 0.239 -0.433 0.622
N2 -0.599 -0.824 -0.330
C5 -0.617 -0.080 -1.427
C6 0.199 1.058 -1.589
O3 0.016 1.653 -2.791
C7 -0.928 0.908 -3.432
C8 -1.435 1.139 -4.700
C9 -2.392 0.258 -5.168
C10 -2.832 -0.821 -4.401
C11 -2.329 -1.054 -3.138
C12 -1.366 -0.180 -2.648
H4 -2.661 -1.885 -2.536
H5 -3.581 -1.483 -4.809
H6 -2.808 0.409 -6.152
H7 -1.091 1.974 -5.288
C13 0.297 -1.259 1.830
C14 1.226 -1.011 2.838
C15 1.267 -1.811 3.964
C16 0.378 -2.868 4.084
C17 -0.553 -3.132 3.089
C18 -0.589 -2.329 1.968
H8 -1.303 -2.514 1.182
H9 -1.238 -3.958 3.196
Cl1 0.428 -3.871 5.489
H10 1.983 -1.614 4.745
H11 1.909 -0.184 2.745

***

[4]
Formula: C18H11ClN3O8RhSbSe4
Source: OMol25
Level of theory: ωB97M-V/def2-TZVPD

Summary:
* <S²>: 6.03
* multiplicity: 5
* charge: -1
* HOMO energy (spin up / spin down): -4.22 / -4.70 eV

Atoms and positions in Å:
Rh1 -0.005 -0.394 -0.076
O1 2.774 1.126 -2.989
C1 2.035 0.607 -1.980
O2 0.812 0.884 -1.912
C2 2.709 -0.208 -1.047
C3 4.083 -0.546 -1.097
C4 4.649 -1.225 -0.061
C5 3.849 -1.599 1.048
C6 2.500 -1.351 1.003
N1 1.926 -0.677 -0.008
C7 1.532 -1.740 2.069
O3 1.900 -2.605 2.991
O4 0.419 -1.241 2.114
H1 2.158 1.600 -3.560
H2 4.647 -0.246 -1.969
H3 5.691 -1.514 -0.087
H4 4.291 -2.108 1.891
H5 2.605 -3.181 2.648
O5 -6.135 -0.699 0.078
C8 -5.649 0.510 0.187
O6 -6.336 1.495 0.336
C9 -4.161 0.628 0.114
C10 -3.461 1.815 0.132
Cl1 -4.014 3.411 0.258
N2 -2.143 1.520 0.067
N3 -1.956 0.177 0.011
C11 -3.170 -0.379 0.046
C12 -3.380 -1.886 0.073
O7 -4.560 -2.282 0.034
O8 -2.351 -2.574 0.191
C13 -1.016 2.376 0.155
C14 0.024 2.006 1.008
C15 1.169 2.787 1.056
C16 1.271 3.931 0.280
C17 0.219 4.303 -0.542
C18 -0.924 3.523 -0.615
H6 -5.403 -1.414 0.040
H7 -0.098 1.175 1.704
H8 1.985 2.492 1.703
H9 2.175 4.523 0.315
H10 0.288 5.195 -1.150
H11 -1.735 3.787 -1.278
Se1 2.470 -4.765 0.124
Sb1 0.139 -4.342 -0.556
Se2 -0.203 -2.040 -1.703
Se3 -1.125 -5.130 1.445
Se4 -0.493 -5.729 -2.491

***

[5]
Formula: C18H12BCrF4N5
Source: OMol25
Level of theory: ωB97M-V/def2-TZVPD

Summary:
* <S²>: 6.01
* multiplicity: 5
* charge: 0
* HOMO energy (spin up / spin down): -8.31 / -8.62 eV

Atoms and positions in Å:
Cr1 -0.164 -0.073 -1.313
C1 2.865 -2.584 -2.946
C2 3.574 -3.099 -1.863
C3 3.175 -2.781 -0.589
C4 2.078 -1.938 -0.380
N1 1.410 -1.433 -1.431
C5 1.794 -1.769 -2.680
N2 1.743 -1.710 0.954
C6 0.911 -0.813 1.341
N3 0.185 0.091 0.598
C7 -0.533 0.916 1.437
N4 -1.283 1.918 1.161
C8 -1.496 2.402 -0.129
C9 -2.194 3.614 -0.202
C10 -2.452 4.193 -1.420
C11 -2.018 3.555 -2.579
C12 -1.357 2.360 -2.445
N5 -1.089 1.787 -1.254
C13 -0.287 0.473 2.835
C14 -0.779 0.945 4.034
C15 -0.350 0.305 5.193
C16 0.544 -0.765 5.135
C17 1.036 -1.226 3.917
C18 0.597 -0.585 2.778
H1 3.125 -2.818 -3.968
H2 4.422 -3.753 -2.022
H3 3.675 -3.168 0.287
H4 1.186 -1.367 -3.480
H5 -2.512 4.057 0.730
H6 -2.992 5.129 -1.475
H7 -2.202 3.961 -3.563
H8 -1.036 1.804 -3.315
H9 -1.470 1.776 4.062
H10 -0.715 0.640 6.155
H11 0.857 -1.244 6.054
H12 1.731 -2.053 3.857
F1 -2.772 -1.872 -3.762
B1 -2.070 -1.405 -2.699
F2 -1.397 -2.380 -1.963
F3 -2.788 -0.579 -1.838
F4 -0.949 -0.513 -3.213

***

[6]
Formula: C18H12BrI2NdO6S
Source: OMol25
Level of theory: ωB97M-V/def2-TZVPD

Summary:
* <S²>: 3.75
* multiplicity: 4
* charge: -2
* HOMO energy (spin up / spin down): -1.62 / -1.61 eV

Atoms and positions in Å:
Nd1 -5.278 -12.132 -5.538
Br1 -4.706 -15.288 -4.341
C1 -6.568 -15.830 -4.294
C2 -6.905 -17.188 -4.203
C3 -8.239 -17.624 -4.201
C4 -9.261 -16.711 -4.145
C5 -8.964 -15.289 -4.144
C6 -10.099 -14.422 -4.113
C7 -9.846 -13.111 -4.443
C8 -8.542 -12.681 -4.694
C9 -7.429 -13.464 -4.518
C10 -7.562 -14.846 -4.200
H1 -6.125 -17.928 -4.072
H2 -8.411 -18.700 -4.116
H3 -10.339 -16.976 -4.124
H4 -11.045 -14.864 -3.791
H5 -10.609 -12.307 -4.581
H6 -8.401 -11.640 -5.104
I1 -6.044 -11.932 -1.972
C11 -4.467 -11.045 -3.254
H7 -3.652 -11.780 -3.263
H8 -4.231 -10.073 -2.880
I2 -5.709 -12.128 -12.544
C12 -6.262 -11.250 -10.711
C13 -6.668 -12.075 -9.660
C14 -6.948 -11.536 -8.431
C15 -6.819 -10.169 -8.220
C16 -6.458 -9.306 -9.282
C17 -6.280 -9.864 -10.548
C18 -6.945 -9.610 -6.823
O1 -7.126 -8.392 -6.702
O2 -6.793 -10.470 -5.832
H9 -6.768 -13.132 -9.862
H10 -7.367 -12.178 -7.657
H11 -6.428 -8.240 -9.109
H12 -6.232 -9.286 -11.459
O3 -3.960 -11.182 -7.415
S1 -3.362 -12.621 -7.491
O4 -2.407 -12.919 -8.467
O5 -4.655 -13.434 -7.563
O6 -2.845 -12.791 -5.990

***

no.,E (Ha),F_max (Eh/bohr)
1,-6560.02372,0.013
2,-2047.03817,0.014
3,-1886.20288,0.027
4,-11875.57136,0.066
5,-2436.06349,0.010
6,-5273.69565,0.123